Entry 1:
A molecular structure, C24H57B3O12 at a distorted geometry, computed with the ωB97M-V functional and the def2-TZVPD basis.

Its charge is 0. For the LUMO energy, the calculation gives 0.50 eV. The spin multiplicity is 1. The highest occupied orbital energy comes out at -9.31 eV. The strongest force on any atom comes out at 1.31 eV/Å. The value obtained for the total energy is -52414.1567 eV.

Last column: Mulliken charge in e.
Element x y z (Å)
O (-4.5130, 0.3972, -5.1046)  -0.321
C (0.9102, -0.4584, 2.4534)  -0.027
B (-0.4124, -0.7643, 6.4661)  0.718
O (3.9564, 1.3076, -1.1349)  -0.148
H (-1.3473, -2.9966, 0.1171)  0.253
H (-5.6921, -0.4459, -6.5856)  0.317
C (3.6203, -4.1149, 3.0840)  -0.549
H (-4.0702, -3.8881, 0.0813)  0.384
H (2.3240, 1.2097, -2.4054)  0.339
H (7.0363, 1.1375, -2.4505)  0.372
H (4.6690, 0.6098, -2.9540)  0.360
C (2.9024, -1.9335, 2.0154)  -0.965
H (-5.6416, -1.0926, -4.2008)  0.385
H (-3.2226, -5.0228, 3.3997)  0.267
H (4.4531, -4.1925, 2.3951)  0.356
H (5.2559, -0.2137, -1.5000)  0.354
O (0.4080, 0.1623, 5.8695)  -0.520
C (-1.8304, 6.4144, -2.0407)  -0.687
C (1.7531, -1.1394, 1.3555)  0.003
H (3.3667, 2.6410, -2.6313)  0.506
H (-3.1016, -0.0271, -2.8621)  0.092
H (2.2012, -0.3966, 0.7055)  -0.034
H (3.1933, -1.3768, 2.9039)  0.206
H (6.5759, 1.7822, -0.8668)  0.322
H (-4.1707, -1.2746, -2.2153)  0.202
O (-0.2573, 3.5701, -2.0240)  -0.331
H (5.0372, 3.6776, -0.8602)  0.233
O (-1.0292, -1.6822, 5.6384)  -0.599
H (1.7322, -3.2088, 3.2532)  0.145
C (5.0029, 0.7638, -1.9238)  -0.601
H (-0.1116, -0.3590, 2.0980)  0.097
H (2.5324, 0.8060, 3.0552)  0.578
C (-3.7887, -0.8312, -3.1385)  0.176
H (-1.1255, -1.2521, -3.6760)  0.233
C (-3.3845, -3.2999, 0.6863)  -0.507
H (1.1540, -1.8621, 0.8116)  0.267
H (-3.4092, 3.8700, -3.1373)  0.337
O (-2.7422, -4.0977, 1.6795)  -0.412
H (-3.6261, -1.5858, 3.8449)  0.307
C (-3.2230, -4.0169, 2.9991)  -0.500
H (0.0587, 2.4449, 3.4038)  0.303
C (3.1189, -5.5013, 3.4867)  -1.261
H (-4.2421, -3.6228, 3.0428)  0.398
C (-4.6408, -0.3713, -6.2872)  -0.752
H (3.9332, -3.6011, 3.9877)  0.331
H (-1.9699, 4.7011, -3.7488)  0.333
H (-1.9216, 7.0190, -1.1398)  0.245
H (0.9131, 4.3204, -0.5396)  0.317
C (2.9476, 1.9517, -1.8953)  -0.670
C (0.6857, 1.6839, 3.8519)  -0.894
H (-1.5585, -0.8287, -0.0917)  0.219
H (2.0464, -3.8985, 1.6655)  0.390
H (3.7832, -1.9648, 1.3835)  0.539
H (1.4790, 1.4891, 1.8705)  0.027
H (2.4412, -5.4050, 4.3266)  0.297
O (-2.6529, 5.2732, -1.8743)  -0.393
C (-2.4309, 4.2712, -2.8547)  -0.545
H (-3.9359, -2.4899, 1.1476)  0.354
H (-5.4913, 0.4379, -3.3222)  0.387
H (-0.6403, -0.7458, 7.6299)  -0.119
H (0.9538, -1.1233, 3.3088)  0.088
C (6.2361, 1.6387, -1.8968)  -0.513
H (-1.5558, -2.1973, -5.1156)  0.262
C (1.4895, 0.9111, 2.7882)  -0.412
H (-2.3402, -1.5756, 2.6108)  0.180
H (-2.1672, 7.0086, -2.8969)  0.332
C (5.7817, 3.9467, -1.6131)  -0.660
H (-4.0902, 0.1410, -7.0746)  0.232
H (5.4143, 4.7994, -2.1816)  0.246
O (-2.4377, -1.2331, -0.1205)  -0.507
C (2.4785, -3.3097, 2.4711)  -0.417
C (-1.8957, -1.4146, -4.4390)  -0.681
C (-4.9499, -0.2865, -3.9385)  -0.800
H (-0.8274, 4.4130, -0.2053)  0.465
O (-2.3914, -3.2476, 3.8158)  -0.341
H (0.0226, 2.8445, -0.1075)  0.155
H (2.5335, -5.9187, 2.6763)  0.320
C (-2.5836, -1.8474, 3.6358)  -0.162
H (-2.0425, -0.4945, -5.0098)  0.342
H (3.9400, -6.1595, 3.7376)  0.395
H (2.3227, 2.5116, -1.2042)  -0.093
C (-1.5803, 3.1423, -2.3180)  -0.255
B (-0.1552, 0.7165, 4.7385)  0.470
O (-1.4332, 0.3069, 4.3992)  -0.280
H (1.3735, 2.2103, 4.5054)  0.201
H (-2.4498, -2.9740, -1.2295)  0.289
H (-2.0491, 2.7054, -1.4309)  0.285
H (-1.5073, 2.3617, -3.0821)  0.249
H (-4.2283, -1.3753, -6.1627)  0.327
H (-0.7816, 6.1409, -2.1773)  0.283
H (6.7160, 4.2320, -1.1176)  0.330
C (-0.0377, 3.7993, -0.6444)  -0.777
B (-1.6485, -1.0319, 4.6003)  0.352
O (6.0074, 2.8892, -2.5276)  -0.383
O (-3.0999, -1.8577, -3.8415)  -0.409
C (-2.3252, -2.6515, -0.1965)  -0.224

***

Entry 2:
3 unconnected molecules or ions with the total composition C24H57N3O4P at a distorted geometry, computed with the ωB97M-V functional and the def2-TZVPD basis.

Its charge is -1. For the LUMO energy, the calculation gives 2.12 eV. The spin multiplicity is 1. The highest occupied orbital energy comes out at -4.72 eV. The strongest force on any atom comes out at 1.92 eV/Å. The value obtained for the total energy is -47757.1230 eV.

Last column: Mulliken charge in e.
Element x y z (Å)
C (-2.7658, -1.8350, 2.1106)  -0.276
H (0.1120, -1.2515, 0.3438)  -0.309
H (-1.1819, -1.8363, -1.6462)  0.238
P (-3.4391, -0.0610, 2.6178)  1.364
H (4.3091, -0.8292, -1.5378)  0.299
H (3.5209, -0.3994, -3.0665)  0.071
H (-5.9957, 2.4103, 2.8575)  0.307
N (7.2379, -0.2902, -6.2439)  0.124
H (6.4960, 2.2023, -4.7714)  0.284
H (8.9759, 0.6977, -5.6938)  0.369
C (1.2253, 0.1487, -1.6235)  -0.537
H (-7.3902, 0.0892, 7.4245)  0.338
H (-3.2123, 3.4670, 5.2433)  0.315
N (1.6428, -1.1311, -1.0734)  0.116
H (-6.3463, -2.4489, 6.2588)  0.261
C (-7.4958, 0.5453, 5.3233)  -0.502
H (-0.9982, -0.1332, 2.2344)  -0.385
H (-2.1750, 3.6339, 3.1100)  0.261
H (-5.6307, -1.3338, 7.4541)  0.330
H (-1.6243, 1.5073, 1.9887)  0.503
H (9.2021, -0.5299, -8.1159)  0.330
H (-8.2929, -1.1588, 6.4521)  0.300
C (7.9237, 0.6698, -5.3932)  -0.679
C (-7.4131, -0.4941, 6.4816)  -0.623
H (3.8728, -0.4936, -5.4775)  0.347
H (2.8065, -2.8244, -1.3607)  0.419
H (7.1943, 2.4927, -6.3716)  0.239
H (8.1499, 2.7634, -4.9201)  0.373
C (-7.2333, -0.0467, 3.9013)  -1.043
C (-2.7869, 2.4579, 5.4088)  -1.141
H (-7.4488, -1.1306, 3.9371)  0.277
C (3.7479, -1.2230, -2.3877)  -1.162
H (0.0113, 0.8614, 4.0183)  0.476
H (4.6106, 0.5972, -6.6445)  0.372
C (-1.2197, 3.5110, 3.6488)  -1.499
C (-1.0993, 0.9324, 4.1021)  -1.253
O (-4.0246, 1.6074, 2.6951)  -0.346
H (0.6299, 0.6794, -0.8760)  0.250
H (-0.9410, 4.4559, 4.1545)  0.412
C (5.9918, -0.8256, -5.7119)  -0.800
H (-3.3254, -0.2546, 4.0412)  -0.525
H (-5.6719, 1.1230, 1.5777)  0.355
C (7.1633, 0.0488, -7.6539)  -0.319
H (-0.6445, 2.5261, 5.4774)  0.475
H (-5.2942, 0.5340, 4.4653)  -0.806
H (6.7145, -0.7939, -8.1879)  0.435
C (-5.7561, 0.2320, 3.4919)  1.513
H (-0.4077, 3.2209, 2.9556)  0.309
H (7.9471, 0.2850, -4.3700)  0.327
H (-2.2581, -1.7776, 1.1078)  -0.011
C (-5.4468, 1.4863, 2.6048)  -0.967
H (-0.5748, -0.1572, -2.8227)  0.293
H (0.4543, 1.1512, -3.3728)  0.375
H (1.0935, -2.6729, 0.1994)  0.351
C (-6.1223, -1.3856, 6.4602)  -0.653
H (8.4141, 0.4408, -9.3623)  0.437
H (-0.0462, -3.1243, -2.0862)  0.337
H (-2.6467, 2.3506, 6.5081)  0.354
H (-8.5421, 0.9304, 5.3226)  0.320
O (-5.0376, -0.8062, 2.8599)  -0.734
C (0.6022, -1.8937, -0.3933)  0.044
C (7.4004, 2.1083, -5.3712)  -0.963
C (0.4644, 0.1422, -2.9520)  -0.985
O (-3.7858, -2.8800, 2.0611)  -0.278
H (5.7352, -1.7145, -6.2986)  0.367
H (4.3976, -1.9182, -2.9250)  0.434
H (-1.0449, -3.2660, -0.6433)  0.370
H (-5.3624, -1.0721, 5.7244)  -0.016
N (-3.3631, -3.9951, 1.4032)  0.207
H (8.9904, 1.2157, -7.8922)  0.291
H (-3.4831, 1.6627, 5.1074)  -0.017
H (-1.9882, -2.1411, 2.8502)  0.416
C (-1.3982, 2.3495, 4.6751)  0.685
H (-6.8724, 1.4338, 5.5536)  0.345
H (6.1692, -1.2024, -4.7003)  0.398
H (0.9247, -0.5138, -3.6939)  0.221
H (-3.5872, 0.1212, 1.1866)  -0.347
H (-1.3732, 0.1591, 4.8498)  0.352
H (-7.9697, 0.4090, 3.2077)  0.358
O (-2.4857, -4.5729, 1.9575)  -0.272
C (-0.4716, -2.5632, -1.2516)  -1.045
H (2.1174, 0.7717, -1.7483)  0.357
C (2.4885, -1.9438, -1.9266)  -0.353
C (-1.6660, 0.6458, 2.6803)  -0.197
H (1.9494, -2.3185, -2.8093)  0.258
H (4.8460, 0.8469, -4.9065)  0.153
C (8.5248, 0.3094, -8.2841)  -1.433
H (6.5137, 0.9164, -7.8376)  0.269
C (4.7691, 0.0929, -5.6899)  -0.908